Density functional theory data (ωB97M-V/def2-TZVPD) for a molecular structure, C37H68BFeN12OPS at a distorted geometry.

Results
Total energy: -4211.09347 Ha
Largest force on an atom: 1.03 eV/A
LUMO energy (alpha / beta): -1.5 / -3.1 eV
Orbital gap (alpha / beta): 9.0 / 7.3 eV
ΔE to the lowest compared entry with this formula, charge and spin: 0.00 kJ/mol
Total charge: +1
Spin multiplicity: 6

Cartesian coordinates (Å):
Fe1 -0.227 0.369 -0.428
C1 4.023 2.244 3.353
C2 3.601 2.198 1.877
C3 2.478 3.205 1.619
C4 3.315 0.764 1.485
C5 4.318 -0.202 1.319
C6 3.644 -1.362 1.022
N1 2.325 -1.104 1.018
N2 2.108 0.210 1.314
B1 1.267 -2.224 0.795
N3 0.983 -2.427 -0.716
C7 1.385 -3.466 -1.452
C8 0.815 -3.358 -2.703
C9 0.032 -2.198 -2.653
N4 0.146 -1.625 -1.436
C10 -0.923 -1.748 -3.721
C11 -2.320 -1.553 -3.124
C12 -0.426 -0.491 -4.443
N5 -0.075 -1.967 1.489
C13 -0.493 -2.612 2.589
C14 -1.750 -2.158 2.905
C15 -2.058 -1.208 1.917
N6 -1.042 -1.106 1.053
C16 -3.401 -0.529 1.773
C17 -3.358 0.864 1.146
C18 -4.344 -1.456 0.991
H1 4.289 3.264 3.646
H2 3.198 1.911 3.990
H3 4.879 1.596 3.541
H4 4.461 2.497 1.274
H5 1.726 3.180 2.413
H6 2.889 4.217 1.601
H7 1.982 3.031 0.661
H8 5.387 -0.058 1.413
H9 4.009 -2.363 0.818
H10 1.740 -3.246 1.221
H11 2.032 -4.223 -1.030
H12 0.921 -4.032 -3.541
H13 -0.971 -2.565 -4.441
H14 -2.318 -0.688 -2.462
H15 -3.056 -1.396 -3.914
H16 -2.624 -2.431 -2.542
H17 -0.345 0.342 -3.743
H18 0.551 -0.665 -4.907
H19 -1.123 -0.203 -5.236
H20 0.134 -3.350 3.072
H21 -2.380 -2.460 3.730
H22 -3.790 -0.429 2.786
H23 -2.733 0.894 0.256
H24 -4.368 1.169 0.860
H25 -2.984 1.613 1.852
H26 -3.977 -1.593 -0.035
H27 -4.400 -2.439 1.464
H28 -5.355 -1.037 0.949
O1 -0.519 1.408 1.547
H29 -1.089 0.871 2.109
H30 0.392 1.149 1.785
S1 2.042 1.350 -1.479
C19 3.059 0.392 -2.449
N7 2.715 -0.815 -2.890
C20 3.572 -1.659 -3.722
C21 4.472 -0.779 -4.565
C22 5.221 0.167 -3.647
N8 4.255 0.879 -2.804
H31 1.815 -1.160 -2.601
H32 2.936 -2.281 -4.346
H33 4.173 -2.322 -3.094
H34 3.866 -0.201 -5.266
H35 5.172 -1.389 -5.134
H36 5.782 0.899 -4.222
H37 5.929 -0.387 -3.028
H38 4.486 1.783 -2.430
N9 -1.290 1.439 -1.439
P1 -1.981 2.607 -2.269
N10 -1.160 3.035 -3.637
C23 -1.729 3.518 -4.915
C24 -0.661 4.202 -5.758
C25 0.552 3.284 -5.916
C26 1.156 2.924 -4.534
C27 0.255 3.394 -3.404
N11 -2.123 3.901 -1.257
C28 -2.781 5.131 -1.715
C29 -1.773 6.263 -1.881
C30 -0.979 6.470 -0.588
C31 -0.319 5.169 -0.128
C32 -1.353 4.056 -0.011
N12 -3.549 2.382 -2.770
C33 -3.901 1.666 -4.024
C34 -5.393 1.362 -4.060
C35 -5.809 0.400 -2.941
C36 -5.061 0.734 -1.633
C37 -4.526 2.160 -1.652
H39 -2.568 4.200 -4.747
H40 -2.094 2.672 -5.497
H41 -0.361 5.155 -5.313
H42 -1.104 4.427 -6.729
H43 1.302 3.765 -6.545
H44 0.233 2.376 -6.435
H45 2.133 3.399 -4.400
H46 1.308 1.845 -4.447
H47 0.358 4.479 -3.284
H48 0.576 2.945 -2.478
H49 -3.537 5.422 -0.976
H50 -3.299 4.928 -2.650
H51 -2.300 7.181 -2.151
H52 -1.090 6.015 -2.703
H53 -1.664 6.817 0.197
H54 -0.228 7.250 -0.724
H55 0.164 5.313 0.844
H56 0.460 4.868 -0.839
H57 -2.049 4.300 0.803
H58 -0.886 3.111 0.233
H59 -3.336 0.736 -4.121
H60 -3.671 2.287 -4.878
H61 -5.635 0.951 -5.041
H62 -5.944 2.302 -3.965
H63 -5.599 -0.630 -3.237
H64 -6.888 0.469 -2.789
H65 -4.218 0.057 -1.492
H66 -5.724 0.615 -0.773
H67 -4.038 2.384 -0.708
H68 -5.354 2.865 -1.760